This record from the Open Molecules 2025 dataset describes a structure of composition C20H23ClN2Ru in a non-equilibrium geometry. The level of theory is wB97M-V/def2-TZVPD.

Geometry (Å):
C1 2.713 3.938 -1.776
C2 1.741 4.946 -1.331
C3 3.954 3.778 -1.018
C4 2.689 3.511 -3.179
Cl1 1.278 1.734 -0.755
H1 4.565 4.642 -1.375
H2 4.517 2.853 -1.249
H3 3.843 3.877 0.079
H4 2.184 5.895 -1.707
H5 1.644 5.034 -0.232
H6 0.735 4.843 -1.782
H7 3.208 4.351 -3.697
H8 1.676 3.420 -3.616
H9 3.263 2.587 -3.384
C5 -0.885 -0.690 2.245
C6 0.521 -0.596 2.282
C7 0.877 0.733 1.869
H10 1.239 -1.341 2.622
C8 -0.373 1.414 1.507
C9 -1.441 0.502 1.739
H11 -2.492 0.698 1.530
H12 -1.446 -1.575 2.557
H13 1.885 1.171 1.858
H14 -0.464 2.433 1.138
C10 -0.092 -1.802 -1.699
C11 0.273 -2.561 -0.554
C12 1.481 -2.029 -0.012
H15 -0.298 -3.385 -0.127
C13 1.950 -0.984 -0.900
C14 0.926 -0.827 -1.940
H16 0.953 -0.101 -2.745
H17 -1.006 -1.914 -2.297
H18 2.029 -2.389 0.859
H19 2.895 -0.427 -0.792
Ru1 0.338 -0.008 0.008
N1 -5.145 -3.011 4.550
C15 -4.717 -3.118 3.452
C16 -4.157 -3.257 2.132
C17 -4.016 -4.507 1.545
C18 -3.386 -4.599 0.297
C19 -2.891 -3.426 -0.272
N2 -3.045 -2.217 0.297
C20 -3.704 -2.111 1.428
H20 -4.392 -5.397 2.045
H21 -3.223 -5.534 -0.221
H22 -2.365 -3.439 -1.234
H23 -3.837 -1.117 1.853

Forces on the atoms, in the same order (eV/Å):
-1.081 -1.334 0.615
-0.348 0.678 0.131
0.854 0.096 0.355
0.118 -0.041 -0.831
1.893 4.166 -2.025
0.147 -0.404 0.388
-0.336 0.513 0.000
-0.038 0.047 -0.616
-0.451 -0.014 0.268
0.181 -0.074 -0.594
0.610 0.009 0.136
-0.201 -0.452 -0.242
0.517 0.160 0.325
-0.231 0.545 0.196
0.060 -1.178 0.345
-0.108 0.592 0.451
0.032 1.054 0.461
-0.438 0.244 0.000
0.408 0.031 1.206
0.703 0.528 -0.852
0.410 0.009 0.072
0.317 0.332 -0.207
-0.742 -0.212 0.349
0.046 -0.340 0.277
0.239 0.759 0.384
0.047 0.070 0.207
0.182 0.069 -0.828
0.273 0.300 -0.051
0.262 -0.477 -0.632
0.991 -0.920 0.125
0.035 -0.306 0.139
0.566 0.121 0.320
-0.260 0.048 -0.459
-0.626 -0.650 -0.322
-3.553 -3.730 0.983
0.936 -0.196 -2.412
-0.432 0.117 1.045
-0.978 -0.218 1.928
0.429 -1.504 -1.357
-0.762 -0.615 1.505
0.089 1.106 -0.251
-0.341 0.532 -0.044
0.987 0.720 -0.896
0.110 0.174 -0.072
-0.180 -0.126 0.179
-0.223 -0.054 0.416
-0.115 -0.175 -0.112

Output
- relative energy (zero: lowest compared OMol25 entry of this formula, charge and spin) (kJ/mol) = 136.5
- multiplicity = 5
- charge = +2
- <S²> = 6.08
- frontier orbital gap (alpha / beta) (eV) = 3.000 / 2.670
- LUMO level (alpha / beta) (eV) = -7.8207 / -11.9903